{"formula": "C4H11NOS2", "method": "ωB97M-V with the def2-TZVPD basis set", "molar_mass_g_mol": 153.3, "charge": 0, "de_lowest_kj_mol": 277.0, "energy_ev": -29532.4899, "species": ["C", "H", "C", "C", "C", "H", "N", "H", "H", "H", "O", "S", "H", "H", "H", "S", "H", "H", "H"], "coordinates": [[0.60495, 2.17630, 1.06153], [-2.13629, -3.46896, -1.08387], [-1.69945, -2.46600, -1.10273], [0.34270, -1.39216, -0.44383], [-0.62828, 1.49830, 1.63099], [-2.26589, -1.85825, -0.39716], [-0.27165, -2.59075, -0.79825], [-1.85431, -2.04192, -2.10231], [-1.51004, 1.71094, 1.01625], [1.54266, 1.93224, 1.56152], [-0.12805, -0.31580, -0.74506], [2.87041, 2.54950, -0.55950], [1.27383, -1.45122, 0.11324], [-0.57097, 0.42066, 1.50429], [0.20700, -3.01306, -1.58778], [0.84958, 1.65574, -0.70586], [3.69556, 1.59678, -1.03559], [-0.83154, 1.79533, 2.65290], [0.50977, 3.26235, 1.02122]], "forces_ev_per_a": [[-0.3, -0.4, -0.6], [0.1, 0.1, 0.0], [-0.3, -0.4, -0.9], [-0.6, 0.6, -1.1], [-0.4, -0.1, -0.8], [0.5, 0.0, 0.1], [-0.2, 0.3, 0.3], [-0.1, 0.0, 0.2], [0.0, 0.5, 0.2], [-0.3, -0.1, 0.2], [-2.1, -2.5, 0.8], [-0.7, 0.6, -0.5], [0.4, -0.2, 0.1], [0.3, -0.1, 0.6], [0.3, -0.4, 0.5], [3.9, 2.5, 0.6], [-0.6, -0.3, 0.0], [0.0, -0.1, 0.2], [-0.1, -0.1, 0.2]]}

---

{"formula": "C4H11NP", "method": "ωB97M-V with the def2-TZVPD basis set", "molar_mass_g_mol": 104.1, "charge": 1, "de_lowest_kj_mol": 229.0, "energy_ev": -15095.9658, "species": ["H", "H", "H", "C", "H", "H", "H", "H", "P", "C", "H", "C", "H", "H", "N", "C", "H"], "coordinates": [[2.88592, 0.29966, 0.08885], [0.16819, -1.24830, -1.26901], [-1.78289, 0.30879, -1.54200], [-0.90076, 1.48308, 0.27437], [1.75370, 0.83138, -1.29054], [0.70600, 0.11080, 1.32454], [0.65215, -2.14806, 0.22300], [-1.85382, -2.22058, -0.23761], [-2.19330, 0.30221, -0.17229], [-1.31155, -1.37590, 0.24143], [1.95459, 1.69253, 0.07712], [1.83352, 0.72601, -0.23618], [-1.36803, -1.44012, 1.38566], [-0.78289, 2.35411, -0.32913], [0.68081, 0.08175, 0.34766], [0.17082, -1.25447, -0.15968], [-0.61246, 1.49709, 1.27382]], "forces_ev_per_a": [[-2.2, 0.1, -0.9], [0.6, 0.1, 0.6], [-0.4, 0.1, 0.2], [0.1, -3.6, -0.4], [-0.1, -0.6, -1.0], [0.3, -0.3, 1.8], [0.7, 0.3, 0.2], [0.4, 0.6, 0.4], [0.6, -0.8, -0.7], [-0.4, 1.5, 1.7], [-0.4, 2.6, 1.3], [3.0, -2.4, 0.3], [-0.2, -0.3, -1.5], [0.6, 0.4, -0.5], [-1.3, -0.1, -2.4], [-1.3, 1.4, -0.8], [-0.3, 1.0, 1.7]]}

---

{"formula": "C4H11NS", "method": "ωB97M-V with the def2-TZVPD basis set", "spin_multiplicity": 2, "molar_mass_g_mol": 105.2, "charge": -1, "de_lowest_kj_mol": 286.3, "energy_ev": -16648.5151, "species": ["H", "H", "H", "N", "H", "H", "H", "H", "H", "C", "H", "C", "H", "S", "H", "C", "C"], "coordinates": [[-0.88934, 1.09611, -0.23826], [-2.71667, -0.24985, -0.87234], [0.14612, 1.32253, 1.23275], [-2.30892, -1.19522, -0.91945], [-2.91414, -1.87469, -1.19369], [2.94062, 0.99121, 0.69998], [-1.47009, -2.34726, 0.79689], [3.67058, 1.40444, -0.90436], [0.14130, -1.24364, -0.63504], [-1.60957, -1.29315, 0.40932], [-2.12048, -0.62691, 1.18254], [0.01417, 0.76977, 0.20545], [2.62937, 2.60138, 0.00379], [1.20696, 0.95384, -1.18090], [0.59134, -1.14882, 1.21595], [2.77386, 1.56078, -0.16547], [-0.08511, -0.72053, 0.36282]], "forces_ev_per_a": [[-1.1, 0.7, -0.2], [-0.2, -1.1, -0.8], [0.1, -0.8, -2.0], [3.2, 3.8, 2.4], [-2.1, -2.2, -0.4], [0.0, -0.9, 1.3], [-0.7, 1.1, -0.6], [-1.7, 0.4, 1.3], [0.6, 0.9, 1.5], [1.0, 0.4, 1.5], [0.1, -1.2, -0.7], [1.0, -0.1, 1.1], [0.0, 0.8, 0.3], [2.1, 1.5, 1.1], [-1.4, 0.7, -1.5], [0.3, -0.6, -3.9], [-1.2, -3.2, -0.5]]}

---

{"formula": "C4H11NS", "method": "ωB97M-V with the def2-TZVPD basis set", "smiles": "C=CN.CSC", "molar_mass_g_mol": 105.2, "charge": 0, "de_lowest_kj_mol": 241.3, "energy_ev": -16649.2925, "species": ["H", "C", "C", "H", "N", "H", "H", "H", "H", "S", "H", "H", "H", "C", "H", "H", "C"], "coordinates": [[-1.85522, 0.12694, 2.92193], [0.36232, -0.65198, -2.38564], [0.95723, -0.22325, 2.69844], [-1.18442, 1.91031, 2.63690], [-0.78951, -0.84404, -3.13724], [0.92743, 0.48876, 3.51967], [-2.17548, 1.03396, 1.50059], [1.24342, 1.27181, -2.76027], [0.48643, -1.53237, -1.75497], [-0.10539, 0.28354, 1.25593], [2.38384, -0.21592, -2.73830], [-1.38932, -1.52513, -2.70461], [0.44922, -1.11427, 3.09561], [-1.41834, 0.90254, 2.29792], [-1.10799, -0.05843, -3.68442], [1.94182, -0.62123, 2.46253], [1.38699, 0.19874, -2.68170]], "forces_ev_per_a": [[0.4, 0.4, 0.7], [0.9, -1.0, -1.8], [-1.0, -1.4, -0.2], [-0.1, -0.4, 0.8], [0.5, 0.8, 1.5], [0.4, 0.4, -0.4], [-0.1, 0.3, 0.5], [-0.1, -0.2, -1.1], [0.6, -0.2, -0.3], [1.5, -0.3, 1.2], [0.2, 0.3, 1.2], [-0.8, 0.5, -0.3], [0.0, 0.2, 0.0], [-1.1, 0.1, -2.3], [-0.5, -0.3, 0.0], [0.2, 0.7, -0.3], [-0.8, 0.0, 0.9]]}

---

{"formula": "C4H11NS", "method": "ωB97M-V with the def2-TZVPD basis set", "smiles": "C=NC.CSC", "molar_mass_g_mol": 105.2, "charge": 0, "de_lowest_kj_mol": 233.6, "energy_ev": -16649.3722, "species": ["N", "H", "C", "H", "H", "C", "H", "H", "H", "H", "H", "H", "C", "H", "S", "C", "H"], "coordinates": [[0.74826, -1.46607, 1.16313], [2.63985, -2.19426, 0.88823], [-1.43513, 1.42699, -1.23447], [-1.33242, -1.74461, 1.34181], [1.60268, -2.07349, -0.63050], [1.74509, -1.78156, 0.43702], [-1.92239, 2.36979, -1.42743], [-0.03119, 1.44209, 1.19434], [-0.82792, -1.17579, -0.26446], [-1.87814, 0.61754, -0.67442], [1.60642, 1.63792, 0.85115], [-0.47565, -2.85330, 0.13881], [-0.56042, -1.85133, 0.56196], [0.56065, 3.10997, 0.56267], [0.38211, 1.65254, -1.24853], [0.60936, 2.01389, 0.54087], [-1.43117, 0.86968, -2.20018]], "forces_ev_per_a": [[0.2, -1.3, -0.3], [0.7, 1.3, 0.2], [1.5, -1.1, -3.0], [0.3, -0.4, -0.4], [0.1, 0.2, 0.4], [-1.3, -1.3, -0.3], [-0.6, 0.0, 0.6], [-0.7, 0.2, -0.1], [0.1, -0.1, 0.1], [0.0, 0.6, 1.3], [-0.3, 0.6, -0.4], [-0.3, 0.0, 0.3], [0.2, 1.6, -0.1], [-0.1, -0.5, 0.9], [-0.7, -0.7, 1.6], [1.6, 0.1, -0.8], [-0.6, 0.7, -0.1]]}

---

{"formula": "C4H11NS", "method": "ωB97M-V with the def2-TZVPD basis set", "smiles": "C=CN.CSC", "molar_mass_g_mol": 105.2, "charge": 0, "de_lowest_kj_mol": 235.3, "energy_ev": -16649.3544, "species": ["H", "H", "H", "H", "H", "C", "C", "H", "H", "C", "H", "C", "N", "H", "H", "H", "S"], "coordinates": [[3.76009, 2.24438, -0.59722], [2.51823, 1.98119, -1.80943], [-1.29663, -0.60769, 1.81463], [1.62922, 0.28518, 1.76538], [-2.51960, -3.11545, -1.04939], [-2.20217, -2.06921, -0.97307], [1.63653, 1.05675, 1.00074], [-2.43562, -1.39488, -1.81074], [-2.60389, 0.58432, 1.15930], [-1.87691, -0.21116, 0.98528], [2.70692, -0.01714, -0.54284], [2.30634, 0.90761, -0.15012], [2.79509, 2.12718, -0.85416], [0.90200, 1.85273, 1.03523], [-1.12300, -2.05583, -0.82772], [-1.13823, 0.06840, 0.23024], [-3.05837, -1.63638, 0.62392]], "forces_ev_per_a": [[0.2, 0.0, -0.7], [1.1, 0.5, -0.6], [-0.2, 0.8, 0.5], [-0.5, -0.2, -0.4], [0.2, 0.3, -1.0], [-0.6, -0.6, 0.9], [-0.3, -0.8, -1.0], [-0.3, -0.5, 0.3], [0.8, 0.3, 0.6], [-1.1, -0.9, 0.4], [0.3, -0.3, 0.5], [1.2, 1.8, 0.7], [-2.7, -1.7, 0.9], [0.8, 0.7, 0.7], [-0.1, -0.1, 0.2], [-0.6, -0.3, -0.4], [1.9, 1.0, -1.5]]}

---

{"formula": "C4H11NS", "method": "ωB97M-V with the def2-TZVPD basis set", "smiles": "NCCCCS", "molar_mass_g_mol": 105.2, "charge": 0, "de_lowest_kj_mol": 152.6, "energy_ev": -16650.2115, "species": ["C", "H", "C", "N", "C", "H", "H", "H", "H", "C", "H", "H", "H", "S", "H", "H", "H"], "coordinates": [[-0.61370, 0.69990, -1.29699], [1.60616, 0.65298, 0.86112], [-0.62218, 0.98696, 0.24943], [0.60023, 1.07231, -1.97422], [0.49712, -1.28593, 0.94329], [1.22583, -1.65936, 1.63124], [1.21926, 0.15797, -1.94404], [1.12769, 1.68378, -1.40168], [-1.50228, 1.02006, -1.76625], [0.54230, 0.31280, 1.10738], [0.45631, 0.48736, 2.24164], [-1.52294, -2.65338, 0.37542], [-0.40512, 2.04916, 0.24757], [-1.00363, -2.16899, 1.53886], [-0.86091, -0.58955, -1.41321], [-1.57343, 0.75968, 0.68483], [0.82927, -1.52576, -0.08438]], "forces_ev_per_a": [[-0.6, -5.1, 2.0], [-1.5, -0.4, 0.0], [2.2, 0.1, -0.8], [1.5, -3.7, -0.7], [0.4, 1.5, -0.2], [0.8, -0.3, 0.2], [-1.4, 2.5, -0.4], [0.5, 1.0, 0.6], [-0.9, 1.1, -0.4], [-0.6, -1.3, 0.3], [-0.3, 0.2, -1.7], [0.3, 0.4, 0.4], [-0.4, 0.5, 0.6], [-0.1, 0.2, -0.8], [1.1, 3.5, 0.2], [-0.5, 0.0, 0.2], [-0.5, -0.3, 0.6]]}

---

{"formula": "C4H11NS", "method": "ωB97M-V with the def2-TZVPD basis set", "molar_mass_g_mol": 105.2, "charge": 0, "de_lowest_kj_mol": 550.0, "energy_ev": -16646.0930, "species": ["C", "H", "N", "C", "H", "C", "C", "H", "S", "H", "H", "H", "H", "H", "H", "H", "H"], "coordinates": [[2.11031, -1.79003, -2.64978], [1.45542, 1.45619, 0.40019], [-1.50780, 1.13092, 1.58351], [-0.47864, 0.51462, 0.90543], [-3.43889, 0.49645, 1.95414], [0.92453, 1.00825, 1.23842], [-2.77658, 0.69319, 1.10530], [-0.46948, -0.58938, 1.04987], [1.30624, -1.00358, -1.21956], [0.92355, 1.82238, 1.97379], [-3.31964, 1.42992, 0.48240], [1.91351, -2.84641, -2.85779], [3.16705, -1.84500, -2.37181], [-0.59502, 0.62269, -0.21479], [-2.76554, -0.18852, 0.45459], [1.97637, -1.18481, -3.54373], [1.57462, 0.27314, 1.70979]], "forces_ev_per_a": [[0.8, -0.3, 0.7], [-0.1, -0.4, -0.2], [0.1, -0.4, -1.3], [1.4, 0.7, 1.0], [0.0, 0.2, 0.1], [0.6, 1.1, 1.1], [-0.7, -0.6, -0.1], [-0.5, -0.2, -0.5], [-0.7, -0.1, -0.1], [-0.6, -0.1, 0.0], [0.5, 0.4, 0.4], [-0.9, 0.3, 0.1], [0.1, 0.5, -0.4], [-0.2, -0.6, -0.5], [0.3, -0.2, 0.2], [0.1, 0.0, 0.0], [-0.2, -0.3, -0.4]]}

---

{"formula": "C4H11NS", "method": "ωB97M-V with the def2-TZVPD basis set", "smiles": "C=CN.CCS", "molar_mass_g_mol": 105.2, "charge": 0, "de_lowest_kj_mol": 351.6, "energy_ev": -16648.1488, "species": ["H", "C", "H", "H", "C", "C", "N", "H", "H", "H", "H", "H", "H", "S", "H", "H", "C"], "coordinates": [[-2.93978, 1.50216, 0.11971], [3.36666, -2.79719, -0.88531], [1.24686, -2.91882, -3.33139], [-0.40229, 0.94743, -0.18555], [-2.39004, 1.38117, 1.06362], [2.42526, -2.54024, -1.70124], [2.22668, -2.93310, -2.98373], [2.91543, -3.30535, -3.57180], [3.90242, -3.78310, -0.92245], [-2.99198, 0.95446, 1.87255], [-1.04868, 2.99342, 2.94146], [1.48387, -2.07925, -1.31576], [3.59044, -1.81135, -0.27254], [-1.97056, 3.12214, 1.91252], [-0.81072, 0.01055, 1.33070], [-1.75996, -0.53962, 0.02093], [-1.27576, 0.39076, 0.45627]], "forces_ev_per_a": [[-0.6, 1.3, 0.9], [4.2, 0.4, 3.6], [1.5, -0.1, 0.3], [-2.6, -1.5, 1.3], [1.4, -0.2, -0.5], [-4.9, 0.8, -2.4], [-2.8, -0.2, -0.3], [1.0, -0.6, -0.5], [0.4, 1.7, -0.2], [0.2, -0.4, -0.7], [-0.7, -0.8, -1.0], [1.0, 1.0, -0.5], [-0.3, -3.0, 0.0], [0.1, -0.8, -1.0], [1.1, -0.5, 0.7], [0.5, 1.5, -0.1], [0.7, 1.5, 0.4]]}

---

{"formula": "C4H11NS", "method": "ωB97M-V with the def2-TZVPD basis set", "smiles": "CCSCNC", "molar_mass_g_mol": 105.2, "charge": 0, "de_lowest_kj_mol": 170.7, "energy_ev": -16650.0239, "species": ["H", "H", "S", "C", "H", "H", "H", "C", "C", "N", "H", "H", "C", "H", "H", "H", "H"], "coordinates": [[-1.18688, -1.75309, -2.76411], [1.31736, -0.65796, 0.67749], [-0.88566, 0.98484, -0.16975], [-0.34219, 0.78959, 1.65588], [1.13755, 2.05658, 1.29684], [-1.92496, -0.16246, -2.58069], [-0.42225, -1.41097, -0.30733], [-1.17685, -0.78893, -0.81252], [1.94139, 0.11254, 1.01388], [1.11599, 1.12911, 1.69788], [-2.27740, -1.07527, -0.63762], [2.38710, 0.38823, 0.09092], [-1.01784, -0.68592, -2.33640], [2.76516, -0.24311, 1.71541], [-0.44657, -0.22923, 2.17585], [-0.10278, -0.18883, -2.62962], [-0.88116, 1.73489, 1.91389]], "forces_ev_per_a": [[0.8, 1.8, 0.4], [-0.9, -1.6, 0.1], [-0.5, -2.2, 0.3], [1.7, 0.9, -1.3], [0.7, -0.1, -0.2], [0.0, 0.7, -0.9], [-0.6, 0.0, -0.2], [-0.6, 1.1, 0.2], [1.1, 0.8, 1.9], [-1.4, -0.6, 0.2], [1.9, 0.2, 0.3], [0.6, 1.0, -0.7], [-1.1, -2.5, 0.7], [-1.1, 0.2, -0.9], [-0.7, 1.8, -0.9], [0.0, -0.1, -0.3], [0.2, -1.4, 1.3]]}